This record from the OMol25 dataset describes 3 unconnected molecules or ions with the total composition C4H14N2O2. The level of theory is ωB97M-V with the def2-TZVPD basis set.

The geometry in XYZ format:
```
22
C4H14N2O2 (ωB97M-V with the def2-TZVPD basis set)
C -0.644 0.953 1.168
C -0.106 1.050 -0.259
C 0.703 -0.086 -0.813
C 3.023 0.237 -1.065
N 2.023 -0.131 -0.328
N -2.012 0.298 1.042
H -0.744 1.990 1.679
H -0.052 0.275 1.804
H -0.930 1.269 -0.977
H 0.484 2.020 -0.408
H 0.783 -0.121 -1.993
H 0.248 -1.063 -0.360
H 3.964 0.092 -0.672
H 2.829 0.702 -2.028
H -2.652 0.670 1.727
H -2.034 -0.686 1.284
H -3.395 -0.034 -1.353
H -2.420 -1.002 -1.802
O -3.163 -0.401 -2.179
H 1.891 -2.219 2.403
H 1.206 -1.588 1.284
O 0.999 -2.224 1.848
```

Spin multiplicity   1
Structure (SMILES)   C=NCCCN.O.O
E_LUMO   0.7 eV

=====

This record from the OMol25 dataset describes C5H7N in the gas phase. The level of theory is ωB97M-V with the def2-TZVPD basis set.

The geometry in XYZ format:
```
13
C5H7N (ωB97M-V with the def2-TZVPD basis set)
C 1.797 0.043 0.291
C 0.313 0.189 0.121
C -0.632 -0.958 -0.093
N -1.843 -0.247 -0.484
C -1.839 1.072 -0.313
C -0.419 1.316 0.069
H 2.195 0.802 0.971
H 2.093 -0.944 0.659
H 2.295 0.186 -0.678
H -0.304 -1.741 -0.787
H -2.684 -0.760 -0.709
H -0.863 -1.429 0.871
H -0.032 2.313 0.260
```

Spin multiplicity   1
E_LUMO   0.8 eV

=====

Frontier orbital gap
In order: 10.4443 8.9271
Unit: eV
Energy above the lowest of the compared OMol25 structures with the same formula, charge and spin
In order: 2.629 2.222
Unit: eV